*1*
The following is a DFT calculation (ωB97M-V/def2-TZVPD) of 2 unconnected molecules or ions with the total composition C2H2BrF3O.

Each line ends with the Löwdin charge.
Element x y z (Å)
1 C 0.526 -0.289 -0.284  -0.721
2 C -0.272 0.385 0.802  -0.639
3 O 1.113 0.329 -1.268  0.034
4 F -1.413 -0.182 1.181  0.126
5 F 0.577 0.492 1.958  0.012
6 F -0.560 1.602 0.315  0.132
7 Br 1.391 -1.809 0.450  0.818
8 H -1.862 -1.347 -1.351  0.118
9 H 0.500 0.818 -1.802  0.120

## Properties
- E_HOMO (alpha / beta) (eV) = -10.99 / -8.66
- LUMO (alpha / beta) (eV) = -0.43 / -0.71
- charge = 0


*2*
The following is a DFT calculation (ωB97M-V/def2-TZVPD) of C2H2BrF3O in the gas phase.

Each line ends with the Löwdin charge.
Element x y z (Å)
1 O -0.907 1.189 0.205  0.029
2 C -0.504 -0.018 -0.284  -0.382
3 Br 0.269 0.271 -2.397  0.412
4 C 0.699 -0.491 0.602  -0.672
5 F 1.565 -1.279 0.109  0.187
6 F 1.470 0.594 0.865  0.123
7 F 0.266 -1.040 1.772  0.135
8 H -1.568 1.506 -0.321  0.060
9 H -1.289 -0.732 -0.550  0.107

## Properties
- E_HOMO (eV) = -10.57
- LUMO (eV) = -0.47
- structure (SMILES) = O[C@@H](Br)C(F)(F)F
- charge = 0


Computed stability ranking, most favorable first: *2*, *1*


*1*
The following is a DFT calculation (ωB97M-V/def2-TZVPD) of a gas-phase ion, C4H4N (charge +1).

Each line ends with the Löwdin charge.
Element x y z (Å)
1 C -1.807 -0.386 -2.112  0.349
2 N -1.021 -0.134 -1.291  0.148
3 C -0.277 0.213 -0.265  -0.158
4 C 0.827 0.915 -0.021  0.114
5 C 0.481 0.021 1.251  0.126
6 H -2.315 -1.015 -2.843  0.151
7 H 1.574 1.711 -0.308  0.149
8 H 1.035 -0.799 1.289  0.038
9 H 0.058 0.521 2.073  0.082

## Properties
- E_HOMO (eV) = -15.24
- LUMO (eV) = -6.00
- structure (SMILES) = C#[N+]C1=CC1
- charge = +1


*2*
The following is a DFT calculation (ωB97M-V/def2-TZVPD) of a gas-phase ion, C4H4N (charge +1).

Each line ends with the Löwdin charge.
Element x y z (Å)
1 C 2.186 -1.284 0.402  0.300
2 N 1.232 -0.820 -0.126  0.074
3 C 0.022 -0.461 -0.082  -0.006
4 C -0.300 1.253 0.200  0.236
5 C -1.078 0.402 -0.673  -0.147
6 H 3.281 -1.406 0.629  0.158
7 H 0.201 2.039 0.686  0.094
8 H -2.093 0.184 -0.448  0.100
9 H -1.061 0.645 -1.894  0.192

## Properties
- E_HOMO (alpha / beta) (eV) = -14.72 / -14.04
- LUMO (alpha / beta) (eV) = -5.72 / -6.74
- structure (SMILES) = C#[N+]C1=CC1
- charge = +1


Computed stability ranking, most favorable first: *1*, *2*


*1*
The following is a DFT calculation (ωB97M-V/def2-TZVPD) of 2 unconnected molecules or ions with the total composition H3NOSSi.

Each line ends with the Löwdin charge.
Element x y z (Å)
1 N 0.969 -0.979 -0.706  -0.230
2 O 0.149 2.295 -0.592  -0.665
3 Si -0.212 -0.820 0.503  0.355
4 S 1.088 1.472 -1.395  0.779
5 H -0.089 0.354 1.334  -0.093
6 H -0.586 -1.901 1.303  -0.118
7 H -1.318 -0.421 -0.447  -0.029

## Properties
- E_HOMO (eV) = -8.79
- LUMO (eV) = -3.19
- charge = 0


*2*
The following is a DFT calculation (ωB97M-V/def2-TZVPD) of 2 unconnected molecules or ions with the total composition H3NOSSi.

Each line ends with the Löwdin charge.
Element x y z (Å)
1 N 2.261 1.980 0.114  -0.368
2 Si 1.520 0.651 -0.175  0.541
3 H 1.468 -0.621 -0.842  -0.136
4 O -1.795 0.208 -0.113  -0.683
5 S -1.925 1.822 0.137  0.550
6 H -2.089 -0.004 -1.099  0.104
7 H -3.283 2.470 -0.569  -0.010

## Properties
- E_HOMO (eV) = -9.23
- LUMO (eV) = -0.99
- structure (SMILES) = N#[SiH].OS
- charge = 0


Computed stability ranking, most favorable first: *2*, *1*


*1*
The following is a DFT calculation (ωB97M-V/def2-TZVPD) of C5H8OS in the gas phase.

Each line ends with the Löwdin charge.
Element x y z (Å)
1 C -0.636 2.268 -0.119  0.025
2 C -0.603 0.953 0.018  -0.427
3 O -1.592 0.023 -0.380  -0.079
4 C -0.876 -1.276 -0.716  -0.152
5 C -0.010 -1.288 0.462  -0.271
6 C 0.583 0.159 0.578  -0.542
7 S 2.217 0.288 -0.452  0.659
8 H 0.348 2.844 0.052  0.081
9 H -1.443 3.035 -0.676  0.130
10 H -1.486 -2.212 -0.843  0.141
11 H -0.038 -1.197 -1.510  0.132
12 H -0.651 -1.190 1.408  0.140
13 H 0.869 -2.090 0.500  0.139
14 H 0.712 0.659 1.620  0.137
15 H 2.605 -0.977 0.059  -0.114

## Properties
- E_HOMO (eV) = -9.12
- LUMO (eV) = 0.72
- structure (SMILES) = C=C1OCC[C@H]1S
- charge = 0


*2*
The following is a DFT calculation (ωB97M-V/def2-TZVPD) of C5H8OS in the gas phase.

Each line ends with the Löwdin charge.
Element x y z (Å)
1 C -1.867 0.223 0.201  -0.437
2 O -1.145 1.280 -0.376  -0.144
3 C 0.247 1.375 -0.184  -0.181
4 C 0.670 0.041 0.247  -0.380
5 C 1.730 -1.080 0.054  -0.004
6 C 0.330 -1.077 -0.525  -0.573
7 S -1.403 -1.584 -0.159  0.848
8 H -2.828 0.240 -0.137  0.031
9 H -1.844 0.113 1.443  0.136
10 H 0.742 1.683 -1.075  0.116
11 H 0.403 2.258 0.500  0.142
12 H 0.456 -0.151 1.322  0.141
13 H 2.559 -0.633 -0.538  0.126
14 H 1.662 -1.740 0.841  0.073
15 H 0.288 -0.945 -1.615  0.105

## Properties
- E_HOMO (eV) = -8.49
- LUMO (eV) = 0.95
- structure (SMILES) = C1OC[C@@H]2C[C@H]2S1
- charge = 0


Computed stability ranking, most favorable first: *1*, *2*


*1*
The following is a DFT calculation (ωB97M-V/def2-TZVPD) of 2 unconnected molecules or ions with the total composition C6H12O2.

Each line ends with the Löwdin charge.
Element x y z (Å)
1 C 0.609 1.174 -3.453  -0.033
2 C 1.527 0.021 -3.650  -0.477
3 C 1.324 -0.931 -4.889  -0.018
4 O 2.402 -0.215 -2.838  0.051
5 H 0.253 1.206 -2.423  0.091
6 H -0.190 1.092 -4.191  0.074
7 H 1.047 2.146 -3.675  0.088
8 H 2.029 -1.761 -4.847  0.072
9 H 1.629 -0.321 -5.739  0.077
10 H 0.311 -1.330 -4.947  0.074
11 C 0.061 0.217 3.559  -0.027
12 C -1.445 0.360 3.921  -0.497
13 C -2.078 -0.747 4.668  -0.032
14 O -1.957 1.383 3.552  0.074
15 H 0.259 -0.563 2.823  0.076
16 H 0.739 0.208 4.412  0.074
17 H 0.377 1.142 3.077  0.070
18 H -3.104 -0.532 4.966  0.081
19 H -1.638 -0.922 5.650  0.089
20 H -2.154 -1.625 4.026  0.092

## Properties
- E_HOMO (eV) = -9.60
- LUMO (eV) = 0.81
- structure (SMILES) = CC(C)=O.CC(C)=O
- charge = 0


*2*
The following is a DFT calculation (ωB97M-V/def2-TZVPD) of 2 unconnected molecules or ions with the total composition C6H12O2.

Each line ends with the Löwdin charge.
Element x y z (Å)
1 O -1.726 -1.342 1.955  0.038
2 C -0.519 -1.638 1.712  -0.739
3 O 0.343 -2.033 2.535  0.044
4 C -0.071 -1.720 0.245  -0.114
5 C 0.890 -0.612 -0.247  -0.173
6 C 0.390 0.832 -0.368  -0.406
7 C 0.791 1.589 -1.640  -0.097
8 C -1.153 0.992 -0.076  -0.071
9 H -0.326 -0.072 2.471  0.478
10 H 0.470 -2.690 0.146  0.131
11 H -0.982 -1.867 -0.357  0.123
12 H 1.749 -0.718 0.441  0.119
13 H 1.285 -0.907 -1.223  0.111
14 H 0.955 1.484 0.452  0.157
15 H 0.662 1.085 -2.600  0.074
16 H 1.807 1.998 -1.671  0.078
17 H 0.010 2.359 -1.699  0.070
18 H -1.357 0.497 0.847  0.014
19 H -1.443 2.034 0.005  0.073
20 H -1.776 0.728 -0.930  0.090

## Properties
- E_HOMO (eV) = -10.38
- LUMO (eV) = -3.33
- charge = 0


*3*
The following is a DFT calculation (ωB97M-V/def2-TZVPD) of 2 unconnected molecules or ions with the total composition C6H12O2.

Each line ends with the Löwdin charge.
Element x y z (Å)
1 C -1.836 0.660 1.787  -0.002
2 C -1.524 0.113 0.654  -0.089
3 C -1.192 -0.447 -0.479  -0.358
4 C -0.948 0.363 -1.721  -0.055
5 C -1.088 -1.940 -0.617  -0.065
6 H -2.680 0.297 2.361  0.053
7 H -1.231 1.459 2.198  0.047
8 H -0.523 -0.244 -2.527  0.077
9 H -0.244 1.177 -1.519  0.072
10 H -1.885 0.797 -2.085  0.081
11 H -0.719 -2.395 0.309  0.081
12 H -2.070 -2.367 -0.844  0.082
13 H -0.396 -2.223 -1.416  0.072
14 C 2.208 1.417 0.618  -0.100
15 O 2.532 0.332 -0.242  -0.200
16 O 2.157 -0.871 0.486  -0.043
17 H 2.547 2.344 0.149  0.093
18 H 2.711 1.300 1.582  0.086
19 H 1.127 1.472 0.764  0.067
20 H 3.054 -1.245 0.545  0.101

## Properties
- E_HOMO (eV) = -8.04
- LUMO (eV) = 0.88
- structure (SMILES) = C=C=C(C)C.COO
- charge = 0


Computed stability ranking, most favorable first: *1*, *3*, *2*


*1*
The following is a DFT calculation (ωB97M-V/def2-TZVPD) of 2 unconnected molecules or ions with the total composition C2H8.

Each line ends with the Löwdin charge.
Element x y z (Å)
1 C -2.747 -0.335 0.436  -0.050
2 H -2.974 -1.388 0.259  0.014
3 H -3.262 -0.016 1.332  0.009
4 H -1.668 -0.267 0.587  0.011
5 H -3.050 0.246 -0.436  0.017
6 C 2.746 0.348 -0.416  -0.050
7 H 2.044 -0.466 -0.232  0.014
8 H 2.201 1.208 -0.797  0.012
9 H 3.283 0.622 0.480  0.010
10 H 3.427 0.048 -1.212  0.014

## Properties
- E_HOMO (eV) = -13.24
- LUMO (eV) = 1.04
- structure (SMILES) = C.C
- charge = 0


*2*
The following is a DFT calculation (ωB97M-V/def2-TZVPD) of 2 unconnected molecules or ions with the total composition C2H8.

Each line ends with the Löwdin charge.
Element x y z (Å)
1 C 0.833 2.654 -0.890  -0.039
2 H 0.441 2.269 -1.836  0.018
3 H -0.166 2.884 -0.452  0.033
4 H 0.831 1.814 -0.321  -0.028
5 H 1.452 3.482 -1.120  0.016
6 C -0.733 -2.641 0.930  -0.058
7 H 0.272 -2.445 0.965  -0.036
8 H -1.271 -1.683 0.750  0.020
9 H -1.040 -3.194 -0.034  0.045
10 H -1.123 -3.205 1.811  0.029

## Properties
- E_HOMO (eV) = -12.27
- LUMO (eV) = 0.94
- structure (SMILES) = C.C
- charge = 0


Computed stability ranking, most favorable first: *1*, *2*